No. 1
The following is a DFT calculation (ωB97M-V/def2-TZVPD) of a cluster of 4 separate species, C16H35O10P in total.

- SMILES string = CCOC(=O)OC.CCOC(=O)OC.CCOC(=O)OC.CCCCOP
- lowest unoccupied orbital energy (eV) = 0.6262
- HOMO (eV) = -8.99
- energy relative to the best compared isomer or geometry (same formula, charge and spin) (eV) = 0.000
- Kohn-Sham gap (Ha) = 0.3534

Geometry (Å):
C1 -1.06675 3.01171 -0.92275
C2 -1.72272 4.19877 -1.59602
O1 -1.86791 5.29509 -0.68218
C3 -0.76623 6.00921 -0.46599
O2 0.30785 5.82792 -0.97010
O3 -1.05919 6.95853 0.42548
C4 0.06177 7.75396 0.80938
H1 -1.60552 2.74178 -0.01219
H2 -1.04842 2.15585 -1.58546
H3 -0.04099 3.24207 -0.63011
H4 -2.72950 3.92922 -1.91393
H5 -1.17458 4.51088 -2.48630
H6 0.56947 8.16669 -0.06096
H7 0.75335 7.16041 1.40737
H8 -0.31555 8.57330 1.41674
C5 -4.02369 3.76203 3.30875
C6 -3.04506 3.71220 4.46405
O4 -3.31378 2.59971 5.32665
C7 -2.87405 1.42262 4.88564
O5 -2.27452 1.22727 3.86445
O6 -3.22605 0.49221 5.77406
C8 -2.88023 -0.83655 5.38428
H9 -5.05155 3.74759 3.67577
H10 -3.87263 4.66397 2.71424
H11 -3.90575 2.89756 2.65481
H12 -3.15465 4.60659 5.07675
H13 -2.01225 3.68442 4.11405
H14 -1.82495 -0.91009 5.12610
H15 -3.50019 -1.15267 4.54539
H16 -3.07964 -1.48520 6.23394
C9 5.26460 -6.80402 -0.22046
C10 4.70187 -5.45170 -0.60818
O7 4.06479 -5.50209 -1.89075
C11 2.84095 -6.03020 -1.90300
O8 2.24002 -6.44479 -0.95061
O9 2.40572 -6.03466 -3.16376
C12 1.13054 -6.65395 -3.33136
H17 5.91920 -7.18495 -1.00630
H18 5.83122 -6.73214 0.70855
H19 4.46828 -7.53551 -0.08133
H20 5.51290 -4.72974 -0.70009
H21 4.01226 -5.07206 0.14701
H22 0.39177 -6.22548 -2.65567
H23 1.21384 -7.72887 -3.17187
H24 0.81531 -6.47330 -4.35627
C13 2.64326 -1.23810 -2.61484
C14 1.46129 -1.19002 -1.56673
C15 0.68276 0.17587 -1.64938
C16 -0.38438 0.05834 -2.80774
O10 -1.71561 0.10926 -2.24944
P1 -2.32743 -1.35695 -1.68356
H25 3.47952 -1.77124 -2.13410
H26 2.32237 -1.84176 -3.48123
H27 2.91094 -0.21163 -2.90355
H28 1.88525 -1.23442 -0.54994
H29 0.80894 -2.04492 -1.78817
H30 1.37465 1.01952 -1.78079
H31 0.16207 0.28950 -0.68239
H32 -0.18664 -0.85199 -3.39825
H33 -0.29950 0.91124 -3.50973
H34 -1.27485 -2.06727 -1.04498
H35 -2.61203 -2.11900 -2.85297

Cartesian forces (eV/Å) of the 3 atoms listed first:
C 0.248 0.282 0.297
C 0.055 -0.574 -0.208
O -0.148 0.196 -0.079

***

No. 2
The following is a DFT calculation (ωB97M-V/def2-TZVPD) of an isolated molecule of C3H2N4.

- lowest unoccupied orbital energy (eV) = -0.4406
- HOMO (eV) = -9.28
- energy relative to the best compared isomer or geometry (same formula, charge and spin) (eV) = 2.680
- Kohn-Sham gap (Ha) = 0.3249

Geometry (Å):
N1 2.89950 -0.07247 0.39437
C1 1.81192 0.12579 0.02872
C2 0.48872 0.40385 -0.42307
C3 -0.46160 -0.70411 -0.50667
N2 -1.57714 -0.69521 0.10342
N3 -0.69201 2.43540 1.08471
N4 -0.22239 1.54328 0.61781
H1 -0.12158 -1.51448 -1.17815
H2 -2.12542 -1.52205 -0.12113

Cartesian forces (eV/Å) of the 3 atoms listed first:
N -1.086 0.178 -0.525
C 0.578 0.301 0.579
C -0.418 0.489 0.817